(1)
{
  "formula": "C39H40ClMnNO5P2S",
  "method": "ωB97M-V with the def2-TZVPD basis set",
  "de_lowest_ev": 0.271,
  "lumo_energy_ha": [0.010, 0.008],
  "s_squared": 8.7566,
  "total_charge": 0,
  "total_energy_ha": -4633.31260,
  "homo_lumo_gap_ev": [7.687, 7.891],
  "spin_multiplicity": 6,
  "homo_ev": [-7.4, -7.7],
  "species": ["Mn", "C", "S", "C", "C", "C", "N", "P", "C", "C", "C", "C", "C", "C", "C", "C", "C", "C", "C", "C", "P", "C", "C", "C", "C", "C", "C", "C", "C", "C", "C", "C", "C", "H", "H", "H", "H", "H", "H", "H", "H", "H", "H", "H", "H", "H", "H", "H", "H", "H", "H", "H", "H", "H", "H", "H", "H", "H", "H", "H", "H", "H", "C", "O", "C", "C", "C", "C", "C", "C", "O", "C", "O", "C", "H", "H", "H", "H", "H", "H", "H", "H", "H", "Cl", "C", "C", "O", "O", "H", "H"],
  "positions_angstrom": [[1.765393, -0.246999, -0.496543], [-5.674537, 1.417061, 1.691258], [-5.818548, -0.319116, 1.230759], [-5.240435, -0.299883, -0.488871], [-3.790942, -0.732566, -0.709755], [-2.829912, 0.189862, 0.013665], [-1.390753, -0.073906, -0.169735], [-0.593187, -1.444897, 0.492717], [-1.638052, -1.848581, 1.925387], [-2.613128, -2.840253, 1.925107], [-3.425003, -3.022984, 3.035798], [-3.272763, -2.214983, 4.151403], [-2.294374, -1.229005, 4.166450], [-1.475518, -1.057173, 3.061900], [-0.856856, -2.832114, -0.646365], [-0.330083, -4.056897, -0.238967], [-0.387134, -5.159435, -1.077604], [-0.948807, -5.040398, -2.341081], [-1.451989, -3.818125, -2.761603], [-1.407456, -2.720754, -1.915288], [-0.313797, 1.230804, -0.339634], [-0.873971, 2.489074, 0.833245], [-0.320520, 2.436027, 2.111348], [-0.756526, 3.299466, 3.105571], [-1.740608, 4.235057, 2.820430], [-2.277891, 4.314406, 1.542312], [-1.845378, 3.447573, 0.550182], [-0.637103, 1.925664, -1.983195], [-0.044043, 3.133651, -2.348289], [-0.189696, 3.621315, -3.636402], [-0.920660, 2.903218, -4.574784], [-1.500357, 1.694687, -4.222609], [-1.356162, 1.206747, -2.930055], [-6.128946, 1.523074, 2.675468], [-6.224499, 2.051494, 0.995756], [-4.643871, 1.760462, 1.757663], [-5.412610, 0.700511, -0.895552], [-5.904763, -0.970321, -1.034239], [-3.584078, -0.732567, -1.783666], [-3.666335, -1.761909, -0.365357], [-3.041727, 0.136895, 1.085926], [-3.027984, 1.220272, -0.294988], [-2.740584, -3.476804, 1.058131], [-4.185686, -3.791863, 3.022331], [-3.911783, -2.355681, 5.013102], [-2.160945, -0.602835, 5.038382], [-0.705477, -0.294930, 3.082627], [0.143654, -4.149221, 0.732842], [0.024700, -6.104149, -0.749045], [-0.974347, -5.893685, -3.005035], [-1.858285, -3.712726, -3.758325], [-1.761869, -1.761063, -2.265090], [0.466595, 1.720642, 2.326093], [-0.317070, 3.248696, 4.092853], [-2.078860, 4.913231, 3.592973], [-3.034425, 5.055363, 1.319213], [-2.262031, 3.521246, -0.447382], [0.549681, 3.687010, -1.629487], [0.275528, 4.558046, -3.911310], [-1.028683, 3.279094, -5.583433], [-2.057111, 1.123376, -4.953682], [-1.778635, 0.250644, -2.663563], [6.412251, -1.407311, 4.466801], [6.996280, -0.488167, 3.564790], [6.266696, -0.105624, 2.486277], [6.886003, 0.856746, 1.664823], [6.221282, 1.261790, 0.542279], [4.938189, 0.783727, 0.194332], [4.267808, 1.364915, -0.954015], [5.022084, 1.967162, -2.105744], [3.027382, 1.374181, -1.070913], [4.324769, -0.196796, 1.029805], [3.198241, -0.774563, 0.762663], [5.025259, -0.616324, 2.185393], [7.116892, -1.507459, 5.287802], [6.263230, -2.381591, 3.994494], [5.455567, -1.040477, 4.844825], [7.857220, 1.240494, 1.935569], [6.689235, 2.006150, -0.085887], [6.096517, 2.027217, -1.977033], [4.607075, 2.946517, -2.340818], [4.802605, 1.304717, -2.948632], [4.556757, -1.376473, 2.790795], [1.588049, -3.005179, -5.102832], [1.297531, -1.306883, -4.596549], [2.072099, -0.991401, -3.317935], [3.255978, -0.714224, -3.376866], [1.355352, -1.078922, -2.247087], [0.226523, -1.201197, -4.454474], [1.654367, -0.669869, -5.401819]],
  "forces_ev_per_angstrom": [[0.6, 0.1, 0.2], [0.0, 0.1, 0.0], [0.0, -0.1, 0.0], [0.0, 0.0, -0.2], [0.0, -0.1, 0.0], [0.0, 0.1, 0.2], [-0.3, 0.1, 0.0], [0.2, 0.0, -0.3], [0.0, 0.0, 0.1], [0.0, -0.1, 0.0], [0.0, 0.0, 0.0], [0.0, 0.0, 0.0], [0.0, -0.1, 0.0], [0.0, 0.0, 0.1], [-0.1, -0.1, 0.1], [0.0, -0.1, -0.1], [0.0, 0.1, 0.0], [0.0, 0.0, 0.0], [0.0, 0.0, 0.1], [0.1, 0.1, -0.1], [0.1, -0.2, -0.3], [0.0, 0.2, 0.1], [0.0, 0.0, 0.1], [0.0, 0.0, -0.1], [0.0, 0.0, 0.0], [0.0, 0.0, 0.0], [0.0, 0.0, 0.0], [-0.2, 0.0, 0.1], [0.0, 0.0, 0.0], [0.0, 0.0, 0.0], [0.0, 0.0, 0.0], [0.0, 0.0, 0.1], [0.0, 0.1, -0.1], [0.0, -0.1, 0.0], [0.0, 0.0, 0.0], [0.1, -0.1, 0.0], [0.0, 0.0, 0.1], [0.0, 0.0, 0.0], [-0.1, 0.0, 0.0], [0.0, 0.0, 0.0], [-0.1, 0.1, 0.0], [0.0, 0.0, -0.1], [0.0, 0.0, 0.0], [0.0, 0.0, 0.0], [0.0, 0.0, 0.0], [0.0, 0.0, 0.0], [0.0, 0.0, 0.0], [0.0, 0.0, 0.0], [0.0, 0.0, 0.0], [0.0, 0.0, 0.0], [0.0, 0.0, 0.0], [0.0, -0.1, 0.0], [0.0, 0.0, 0.0], [0.0, 0.0, 0.0], [0.0, 0.0, 0.0], [0.0, 0.0, 0.0], [0.0, 0.0, 0.0], [0.0, 0.0, 0.0], [0.0, 0.0, 0.0], [0.0, 0.0, 0.0], [0.0, 0.0, 0.0], [0.0, 0.0, 0.0], [0.0, -0.1, 0.0], [0.0, 0.1, 0.0], [0.1, -0.1, 0.1], [-0.2, -0.1, -0.1], [0.1, 0.0, 0.0], [0.1, 0.3, -0.2], [-0.1, -0.1, 0.1], [0.0, 0.0, 0.0], [-0.1, -0.1, 0.1], [0.0, -0.1, -0.1], [-0.1, 0.1, 0.2], [0.1, 0.0, 0.0], [0.0, 0.0, 0.0], [0.0, 0.0, 0.0], [0.0, 0.0, 0.0], [0.0, 0.0, 0.0], [0.0, 0.0, 0.0], [0.0, 0.0, 0.0], [0.0, 0.0, 0.0], [0.0, 0.0, 0.0], [0.0, 0.0, 0.0], [0.0, 0.1, 0.1], [0.1, 0.0, -0.2], [-0.1, -0.3, 0.1], [0.1, 0.1, 0.0], [-0.3, 0.0, -0.1], [0.0, 0.0, 0.0], [0.0, 0.0, 0.0]],
  "mulliken_charge": [1.06, -0.63, -0.10, -1.20, -0.05, -1.07, 0.30, 0.29, 0.55, -0.21, -0.75, -0.53, -0.74, -0.27, 0.91, -0.80, -0.67, -0.65, -0.70, -0.14, 0.66, 0.54, -0.30, -0.79, -0.46, -0.80, -0.45, 0.95, -0.55, -0.70, -0.58, -0.80, -0.41, 0.39, 0.29, 0.04, 0.44, 0.52, 0.19, 0.24, 0.28, 0.57, 0.32, 0.42, 0.39, 0.46, 0.36, 0.48, 0.42, 0.38, 0.44, 0.27, 0.49, 0.44, 0.41, 0.43, 0.38, 0.45, 0.43, 0.40, 0.44, 0.35, -0.80, -0.45, 1.18, -1.11, -0.97, 0.03, 1.00, -1.26, -0.47, 0.29, -0.83, -0.53, 0.24, 0.33, 0.33, 0.44, 0.24, 0.44, 0.31, 0.23, 0.42, -0.22, -0.11, 0.34, -0.63, -0.81, -0.04, 0.39]
}

=====

(2)
{
  "formula": "C27H25Cl2IrN4S2Si",
  "method": "ωB97M-V with the def2-TZVPD basis set",
  "de_lowest_ev": 0.000,
  "lumo_energy_ha": [-0.062, -0.058],
  "total_charge": 0,
  "total_energy_ha": -3373.47890,
  "homo_lumo_gap_ev": [6.092, 6.057],
  "homo_ev": [-7.8, -7.6],
  "species": ["Ir", "S", "C", "N", "N", "C", "C", "C", "C", "C", "C", "N", "N", "C", "C", "C", "C", "C", "C", "H", "H", "H", "H", "H", "H", "H", "H", "H", "H", "H", "Cl", "C", "C", "C", "C", "C", "Cl", "C", "S", "H", "H", "H", "C", "Si", "C", "C", "C", "C", "C", "C", "C", "H", "H", "H", "H", "H", "H", "H", "H", "H", "H", "H"],
  "positions_angstrom": [[-1.074213, 0.776526, -0.143828], [1.273599, 0.762464, 0.850265], [0.979695, -0.723887, 1.793246], [1.967755, -1.241108, 2.503472], [3.104957, -0.582455, 2.579963], [4.271534, -1.130747, 3.018490], [5.426956, -0.339151, 3.005874], [6.630670, -0.873879, 3.406063], [6.705280, -2.194154, 3.826949], [5.562992, -2.983355, 3.831698], [4.347237, -2.464804, 3.439684], [-0.154633, -1.378151, 1.777268], [-1.168940, -0.988167, 1.042397], [-2.277914, -1.780674, 0.970239], [-3.309557, -1.398644, 0.095865], [-4.394586, -2.216307, -0.116166], [-4.484771, -3.434959, 0.543447], [-3.500936, -3.795161, 1.454002], [-2.416103, -2.978503, 1.690102], [3.142528, 0.358413, 2.172616], [5.363734, 0.683956, 2.663264], [7.523800, -0.269427, 3.381370], [7.649907, -2.611513, 4.138736], [5.628242, -4.017875, 4.133194], [3.446534, -3.058410, 3.423975], [-3.217899, -0.454413, -0.440618], [-5.167292, -1.913404, -0.806866], [-5.323066, -4.089190, 0.361044], [-3.578345, -4.732971, 1.982023], [-1.657491, -3.236594, 2.412798], [-1.743268, 2.152662, 1.833752], [-2.733867, 3.419817, 1.239629], [-3.223917, 4.347775, 2.141363], [-4.057442, 5.353192, 1.688512], [-4.404587, 5.416142, 0.348654], [-3.896168, 4.492384, -0.543863], [-4.332989, 4.586796, -2.207370], [-3.026376, 3.471069, -0.127201], [-2.369138, 2.378757, -1.316855], [-2.952196, 4.278845, 3.183294], [-4.439946, 6.083598, 2.381816], [-5.069881, 6.185966, -0.007331], [-1.722608, -1.451549, -2.910993], [-0.298046, -0.589891, -1.942223], [0.916713, -2.020459, -1.487412], [0.614347, 0.524728, -3.202700], [0.838476, 1.877539, -2.977312], [1.428732, 2.676717, -3.938984], [1.816993, 2.127897, -5.149352], [1.626302, 0.775794, -5.380630], [1.029108, -0.014841, -4.415992], [-1.320342, -1.839692, -3.841584], [-2.521276, -0.766317, -3.169178], [-2.146761, -2.278681, -2.351928], [1.122509, -2.615167, -2.371771], [0.494319, -2.680052, -0.735709], [1.865471, -1.649342, -1.112739], [0.538876, 2.310089, -2.031008], [1.580333, 3.729630, -3.749352], [2.267807, 2.751006, -5.908447], [1.938190, 0.339048, -6.319225], [0.880956, -1.066919, -4.608429]],
  "forces_ev_per_angstrom": [[1.4, -0.3, 0.9], [-2.4, -0.4, -0.8], [1.7, 2.2, -0.8], [0.2, -0.7, 0.6], [-2.1, 1.0, -1.1], [1.5, -1.0, 0.7], [-0.5, -0.1, -0.1], [0.2, -0.2, 0.1], [0.0, 0.0, 0.0], [0.2, 0.1, 0.1], [-0.3, 0.4, -0.2], [-3.0, -1.5, -0.4], [3.9, 2.2, 0.0], [-1.7, -1.3, 0.0], [0.5, 0.4, 0.1], [-0.2, -0.3, 0.1], [0.0, 0.2, 0.0], [-0.1, -0.1, 0.0], [0.3, 0.4, -0.1], [0.0, -0.3, 0.1], [0.0, 0.1, 0.0], [0.1, 0.1, 0.0], [0.1, 0.0, 0.0], [0.0, -0.1, 0.1], [0.0, -0.1, 0.0], [-0.1, -0.3, 0.1], [0.0, 0.0, -0.1], [-0.1, -0.1, 0.0], [0.0, -0.1, 0.1], [0.1, -0.1, 0.0], [0.2, -0.1, 0.7], [-0.5, 0.5, -0.5], [0.0, 0.0, 0.0], [0.1, -0.1, -0.1], [0.0, 0.1, 0.0], [0.2, -0.2, 0.2], [-0.2, 0.2, -0.2], [0.0, 0.1, 0.5], [1.1, -1.6, -0.1], [0.0, 0.0, 0.1], [-0.1, 0.1, 0.1], [-0.1, 0.1, -0.1], [0.6, 0.4, 0.4], [0.0, 0.0, -0.4], [-0.6, 0.7, 0.1], [-0.4, -0.4, 0.5], [0.0, 0.0, 0.2], [0.1, 0.1, -0.1], [0.0, 0.1, 0.0], [0.1, -0.1, -0.2], [0.0, 0.0, 0.0], [0.1, -0.1, -0.2], [-0.2, 0.2, 0.0], [-0.1, -0.2, 0.1], [0.0, -0.1, -0.3], [-0.1, -0.2, 0.1], [0.1, 0.2, 0.1], [0.0, 0.1, 0.0], [0.0, 0.1, 0.0], [0.0, 0.0, -0.1], [0.0, 0.0, -0.1], [0.0, -0.2, -0.1]],
  "mulliken_charge": [1.17, -0.55, 0.39, -0.67, 0.39, 0.65, -0.48, -0.55, -0.51, -0.51, -0.31, -0.54, -0.09, 0.63, -0.27, -0.99, -0.46, -0.58, -0.44, 0.23, 0.34, 0.36, 0.37, 0.36, 0.41, 0.49, 0.40, 0.41, 0.39, 0.44, -0.27, 0.99, -0.75, -0.34, -0.70, 0.03, -0.21, -0.04, -0.51, 0.43, 0.38, 0.42, -1.24, 0.37, -1.18, 0.64, -0.13, -0.75, -0.42, -0.67, -0.39, 0.47, 0.32, 0.33, 0.47, 0.35, 0.28, 0.24, 0.39, 0.37, 0.37, 0.24]
}

=====

(3)
{
  "formula": "CH3Cl2OPS",
  "method": "ωB97M-V with the def2-TZVPD basis set",
  "de_lowest_ev": 5.576,
  "lumo_energy_ha": [-0.102, -0.118],
  "total_charge": 0,
  "total_energy_ha": -1774.95833,
  "homo_lumo_gap_ev": [7.244, 6.360],
  "homo_ev": [-10.0, -9.6],
  "species": ["C", "O", "P", "S", "Cl", "Cl", "H", "H", "H"],
  "positions_angstrom": [[-0.033934, -0.238779, 0.441215], [-3.174333, 1.991665, -0.666574], [-0.878044, 0.217137, -1.077243], [-2.341553, 1.205051, 0.178887], [0.195232, 1.255450, 1.507681], [-2.963726, -1.713757, 0.753964], [0.965973, -0.515773, 0.301869], [-0.500385, -1.160357, 0.964557], [-0.050909, 1.408520, -1.064731]],
  "forces_ev_per_angstrom": [[-0.5, -1.4, 2.3], [-1.2, 1.0, -1.1], [0.3, 0.5, -0.3], [0.2, -2.2, 1.2], [-0.1, -0.8, 0.1], [0.2, 1.5, -0.4], [1.4, -0.4, -0.8], [0.3, 2.0, -0.5], [-0.6, -0.2, -0.6]],
  "mulliken_charge": [-0.50, -0.35, 0.10, 0.57, -0.16, -0.48, 0.37, 0.33, 0.11]
}